Entry from OMol25: C10H8N2OS in the gas phase (the ωB97M-V functional and the def2-TZVPD basis).

**SMILES**: N#C[C@@H]1C=NS[C@@]1(O)c1ccccc1
**2S+1**: 1
**ΔE to the lowest compared entry with this formula, charge and spin**: 55.7 kcal/mol

Each line ends with the Löwdin charge.
Positions of all 22 atoms, in Å:
1 C 2.49321 1.79414 0.43172  -0.246
2 C -3.26007 -0.55916 -0.05625  -0.112
3 C -2.70008 -0.07661 -1.22692  -0.076
4 C -2.44014 -0.80264 0.99095  -0.076
5 C -1.34525 0.12785 -1.39336  -0.019
6 C -1.04211 -0.59947 0.79640  -0.024
7 C -0.46976 -0.15811 -0.36576  -0.280
8 C 2.76453 -0.52318 1.09642  -0.194
9 C 1.74948 0.66598 0.65509  -0.213
10 C 0.93016 0.09573 -0.54294  -0.619
11 N 3.14670 2.70762 0.37522  0.211
12 N 2.71053 -1.60539 0.46953  -0.334
13 O 1.03995 0.87026 -1.67864  -0.053
14 S 1.74058 -1.61905 -0.83672  0.997
15 H -4.36579 -0.63447 0.21054  0.132
16 H -3.28373 0.28893 -2.05244  0.101
17 H -2.92023 -1.27325 1.88258  0.121
18 H -0.84602 0.48988 -2.37484  0.158
19 H -0.43237 -0.62054 1.66130  0.096
20 H 3.34449 -0.32655 2.10057  0.158
21 H 1.17378 0.65316 1.56723  0.138
22 H 2.01214 1.10487 -1.70968  0.134

Entry from OMol25: C10H8N2OS in the gas phase (the ωB97M-V functional and the def2-TZVPD basis).

**SMILES**: Oc1ccc(/C=N\c2nccs2)cc1
**2S+1**: 1
**ΔE to the lowest compared entry with this formula, charge and spin**: 72.4 kcal/mol

Each line ends with the Löwdin charge.
Positions of all 22 atoms, in Å:
1 C 2.78260 -0.63716 -0.17162  -0.393
2 C 1.54303 -1.22782 -0.56707  0.045
3 C 0.37064 -0.38451 -0.66131  0.002
4 C 0.57028 0.96996 -0.37078  -0.206
5 C -0.54196 2.03447 -0.18255  -0.051
6 C -2.40834 0.72583 0.27172  -0.743
7 C -3.17746 -1.35402 0.99933  -0.176
8 C -3.70998 -1.37877 -0.29415  -0.360
9 C 1.85352 1.46094 -0.17471  -0.099
10 C 2.93519 0.74445 0.16480  -0.006
11 H 4.56507 -1.04545 -0.03987  0.106
12 H 1.55589 -2.30185 -0.56285  0.107
13 H -0.64663 -0.64882 -0.50531  0.042
14 H -0.19453 3.14887 -0.20286  0.137
15 H -3.35136 -1.91749 1.89926  0.079
16 H -4.36123 -2.19221 -0.71667  0.070
17 H 1.77619 2.55750 0.14437  0.128
18 H 4.01098 0.98389 0.58398  0.161
19 N -1.76668 1.91578 0.26568  0.052
20 N -2.51392 -0.03359 1.35743  0.043
21 O 3.72303 -1.45049 0.00349  0.119
22 S -3.01432 0.03050 -1.24029  0.944